1.
Density functional theory data (wB97M-V/def2-TZVPD) for a molecular structure, C57H49CsIN3O9P2S3.

Computed properties:
LUMO level	2.785	eV
DFT total energy	-5237.908739	hartree
E_HOMO	0.06	eV
total charge	-2
frontier orbital gap	2.7	eV

Element x y z (Å)
Cs: 1.469 0.591 -0.507
O: 1.198 3.494 -0.928
S: 1.707 4.480 0.082
O: 1.050 5.764 0.075
O: 1.975 3.700 1.291
C: 3.258 5.042 -0.955
C: 3.714 6.280 -0.426
C: 4.663 7.031 -1.137
C: 5.377 6.418 -2.169
C: 5.094 5.125 -2.629
C: 4.104 4.404 -1.941
S: 3.932 2.659 -2.519
O: 4.939 2.679 -3.554
O: 2.593 2.459 -3.099
O: 4.212 1.766 -1.364
H: 3.368 6.659 0.553
H: 4.777 8.098 -0.917
H: 6.215 6.888 -2.604
H: 5.640 4.620 -3.442
I: 0.520 2.213 3.598
C: -0.340 1.366 5.311
C: 0.640 1.044 6.209
C: 0.405 0.586 7.524
C: -0.905 0.685 8.043
C: -1.956 1.006 7.157
C: -3.318 1.114 7.631
C: -4.334 1.638 6.897
C: -4.094 1.883 5.553
C: -2.829 1.606 4.991
P: -2.773 1.423 3.186
C: -4.135 0.284 2.965
C: -3.804 -1.090 3.092
C: -4.667 -2.054 2.686
C: -5.960 -1.709 2.271
C: -6.289 -0.322 2.143
C: -5.423 0.669 2.620
C: -3.550 3.023 2.579
C: -3.396 4.164 3.355
C: -4.021 5.391 2.926
C: -4.623 5.472 1.702
C: -4.622 4.360 0.844
C: -4.183 3.117 1.341
C: -1.685 1.418 5.822
H: 1.658 0.904 5.866
H: 1.255 0.322 8.128
H: -1.189 0.511 9.063
H: -3.453 0.791 8.658
H: -5.314 1.901 7.337
H: -4.922 2.150 4.867
H: -2.779 -1.400 3.286
H: -4.287 -3.025 2.841
H: -6.624 -2.471 1.934
H: -7.254 -0.098 1.597
H: -5.679 1.746 2.740
H: -2.776 4.111 4.254
H: -3.863 6.303 3.528
H: -5.076 6.379 1.370
H: -5.062 4.476 -0.129
H: -4.229 2.222 0.702
O: 1.788 0.148 -4.637
C: 0.840 -0.113 -5.283
C: -0.106 -0.606 -6.123
C: 0.057 -0.774 -7.579
C: -1.067 -1.100 -8.361
C: -2.272 -1.411 -7.727
C: -2.419 -1.305 -6.295
C: -1.373 -1.008 -5.470
P: -1.482 -1.516 -3.759
C: -1.321 -3.284 -3.858
C: -1.280 -3.968 -2.627
C: -1.082 -5.370 -2.600
C: -1.173 -6.075 -3.795
C: -1.187 -5.426 -5.015
C: -1.230 -4.051 -5.070
C: -3.210 -1.332 -3.193
C: -3.957 -2.337 -2.518
C: -5.286 -2.113 -2.227
C: -5.941 -0.925 -2.453
C: -5.175 0.102 -3.063
C: -3.847 -0.096 -3.408
H: 1.112 -0.682 -7.902
H: -1.026 -1.113 -9.456
H: -3.161 -1.553 -8.311
H: -3.350 -1.541 -5.784
H: -1.402 -3.380 -1.710
H: -0.940 -5.777 -1.582
H: -1.052 -7.164 -3.728
H: -1.011 -5.934 -5.946
H: -1.236 -3.613 -6.064
H: -3.427 -3.207 -2.179
H: -5.830 -2.897 -1.757
H: -6.986 -0.745 -2.248
H: -5.627 1.070 -3.280
H: -3.308 0.691 -3.961
O: 0.704 -2.010 1.307
H: 1.323 -2.458 0.708
H: 0.446 -2.714 1.894
O: 1.668 -3.219 -1.018
H: 0.995 -3.496 -1.705
H: 2.522 -3.237 -1.534
N: 1.355 5.177 -4.293
H: 1.688 4.249 -3.900
H: 0.592 4.988 -4.932
H: 0.910 5.622 -3.502
S: 7.941 -2.941 1.703
C: 6.505 -2.055 1.311
C: 6.377 -1.238 0.184
C: 5.233 -0.426 0.104
N: 4.240 -0.610 0.916
C: 4.290 -1.454 1.946
C: 5.465 -2.065 2.277
C: 7.391 -4.528 1.976
C: 8.304 -5.430 2.694
C: 7.823 -6.710 2.883
N: 6.701 -7.204 2.429
C: 5.846 -6.422 1.754
C: 6.144 -5.075 1.593
H: 7.145 -1.184 -0.587
H: 5.131 0.462 -0.542
H: 3.335 -1.579 2.525
H: 5.605 -2.506 3.263
H: 9.178 -5.083 3.272
H: 8.354 -7.392 3.471
H: 4.972 -6.897 1.336
H: 5.432 -4.421 1.137

Mulliken population analysis, charges in e, atoms 1 to 4: 0.6420, -0.5330, 1.0596, -0.6620

---

2.
Density functional theory data (wB97M-V/def2-TZVPD) for a molecular structure, C57H52InN5O4PSTe.

Computed properties:
LUMO level	2.135	eV
DFT total energy	-3975.848623	hartree
E_HOMO	-4.99	eV
total charge	-1
frontier orbital gap	7.1	eV

Element x y z (Å)
In: 0.040 0.180 0.024
C: -6.707 -3.160 -0.500
C: -5.258 -2.766 -0.381
C: -4.489 -3.105 0.715
C: -3.137 -2.764 0.833
C: -2.517 -3.077 2.159
O: -3.185 -2.935 3.169
C: -1.114 -3.601 2.292
C: -0.338 -3.966 1.200
C: 0.937 -4.484 1.392
C: 1.442 -4.638 2.674
C: 0.664 -4.288 3.772
C: -0.608 -3.779 3.580
C: -2.485 -2.043 -0.191
O: -1.251 -1.666 -0.078
C: -3.283 -1.691 -1.303
C: -4.621 -2.030 -1.382
C: -2.713 -0.911 -2.439
N: -2.831 0.349 -2.331
C: -2.524 1.329 -3.347
C: -3.667 2.331 -3.444
Te: -4.095 3.401 -1.628
C: -6.134 2.863 -1.562
C: -6.671 2.421 -0.356
C: -8.018 2.093 -0.265
C: -8.836 2.186 -1.381
C: -8.302 2.613 -2.589
C: -6.961 2.959 -2.678
C: -2.131 -1.692 -3.585
C: -1.074 -1.191 -4.346
C: -0.544 -1.926 -5.395
C: -1.065 -3.172 -5.710
C: -2.106 -3.688 -4.952
C: -2.624 -2.960 -3.892
H: -7.007 -3.788 0.339
H: -6.891 -3.722 -1.419
H: -7.363 -2.287 -0.517
H: -4.943 -3.629 1.548
H: -0.726 -3.840 0.198
H: 1.532 -4.766 0.533
H: 2.440 -5.035 2.818
H: 1.049 -4.417 4.776
H: -1.232 -3.500 4.416
H: -5.191 -1.699 -2.247
H: -2.398 0.875 -4.335
H: -1.592 1.838 -3.085
H: -4.592 1.815 -3.703
H: -3.451 3.068 -4.213
H: -6.031 2.310 0.511
H: -8.421 1.746 0.678
H: -9.883 1.923 -1.311
H: -8.935 2.690 -3.465
H: -6.560 3.306 -3.622
H: -0.634 -0.241 -4.083
H: 0.286 -1.524 -5.963
H: -0.653 -3.744 -6.532
H: -2.506 -4.669 -5.174
H: -3.412 -3.386 -3.286
C: 0.762 4.512 1.895
C: 0.128 4.638 3.254
C: 0.111 5.889 3.864
C: -0.445 6.081 5.119
C: -0.996 5.003 5.790
C: -0.985 3.748 5.197
C: -0.434 3.544 3.932
P: -0.416 1.878 3.116
C: -1.396 0.890 4.325
C: -0.788 0.035 5.242
C: -1.538 -0.690 6.157
C: -2.918 -0.571 6.159
C: -3.531 0.267 5.240
C: -2.793 0.999 4.316
C: -3.530 1.881 3.339
C: 1.307 1.325 3.398
C: 2.206 2.042 4.187
C: 3.536 1.669 4.301
C: 3.983 0.555 3.602
C: 3.096 -0.167 2.825
C: 1.744 0.185 2.706
C: 0.871 -0.668 1.863
H: 1.596 5.209 1.801
H: 0.043 4.745 1.108
H: 1.139 3.513 1.686
H: 0.554 6.729 3.339
H: -0.439 7.065 5.572
H: -1.428 5.130 6.775
H: -1.413 2.912 5.734
H: 0.290 -0.059 5.250
H: -1.040 -1.342 6.864
H: -3.518 -1.141 6.858
H: -4.612 0.348 5.226
H: -4.378 2.359 3.828
H: -3.904 1.286 2.502
H: -2.898 2.666 2.924
H: 1.864 2.919 4.722
H: 4.212 2.245 4.920
H: 5.019 0.243 3.673
H: 3.444 -1.041 2.287
H: -0.038 -1.024 2.352
H: 1.429 -1.529 1.500
O: 0.771 -4.224 -1.883
C: 1.106 -3.101 -1.827
N: 1.532 -1.988 -1.816
O: -2.354 0.929 0.414
H: -2.729 0.799 -0.479
H: -2.206 1.884 0.457
C: 4.189 4.314 -2.990
C: 3.555 3.402 -1.979
C: 4.329 2.551 -1.191
C: 3.652 1.772 -0.277
N: 2.331 1.795 -0.162
C: 1.668 2.612 -0.991
S: -0.074 2.556 -0.882
N: 2.235 3.447 -1.871
H: 4.778 5.091 -2.498
H: 3.414 4.785 -3.590
H: 4.861 3.753 -3.641
H: 5.405 2.510 -1.288
H: 4.178 1.105 0.399
N: 1.467 0.128 -2.749
C: 1.138 -0.614 -1.771
H: 1.988 -0.409 -3.451

Mulliken population analysis, charges in e, atoms 1 to 4: 2.7133, -1.4577, 0.5818, -1.3158

---

3.
Density functional theory data (wB97M-V/def2-TZVPD) for a molecular structure, C57H54GeP3S2W.

Computed properties:
LUMO level (alpha / beta)	-7.399 / -7.405	eV
DFT total energy	-6168.341111	hartree
E_HOMO (alpha / beta)	-12.73 / -12.73	eV
multiplicity	2
total charge	+2
frontier orbital gap (alpha / beta)	5.3 / 5.3	eV

Element x y z (Å)
W: -0.765 -0.354 0.386
C: -1.186 3.190 2.561
C: 0.061 2.683 1.791
P: -0.116 2.247 -0.001
C: -0.740 3.696 -0.929
C: -0.552 4.982 -0.441
C: -1.002 6.079 -1.176
C: -1.619 5.895 -2.405
C: -1.771 4.607 -2.913
C: -1.335 3.515 -2.175
C: 1.568 2.366 -0.738
C: 2.427 3.401 -0.379
C: 3.588 3.637 -1.104
C: 3.909 2.842 -2.196
C: 3.060 1.808 -2.567
C: 1.891 1.580 -1.848
C: -2.389 2.224 2.588
P: -3.007 2.103 0.854
C: -4.775 2.494 0.986
C: -5.609 2.053 2.018
C: -6.937 2.452 2.059
C: -7.440 3.305 1.077
C: -6.618 3.757 0.056
C: -5.286 3.351 0.008
C: -3.036 0.304 0.363
C: -3.901 -0.629 0.925
C: -4.411 -1.696 0.184
C: -4.057 -1.873 -1.139
C: -3.157 -0.993 -1.725
C: -2.620 0.065 -0.986
H: -1.507 4.140 2.135
H: -0.874 3.389 3.586
H: 0.447 1.790 2.285
H: 0.860 3.418 1.832
H: -0.055 5.158 0.508
H: -0.860 7.078 -0.783
H: -1.976 6.752 -2.969
H: -2.222 4.455 -3.887
H: -1.449 2.519 -2.596
H: 2.204 4.044 0.470
H: 4.240 4.456 -0.818
H: 4.815 3.035 -2.765
H: 3.308 1.194 -3.425
H: 1.221 0.803 -2.174
H: -3.185 2.636 3.197
H: -2.104 1.268 3.014
H: -5.226 1.414 2.811
H: -7.579 2.110 2.864
H: -8.475 3.624 1.120
H: -7.007 4.434 -0.699
H: -4.637 3.709 -0.787
H: -4.262 -0.472 1.934
H: -5.137 -2.365 0.640
H: -4.489 -2.678 -1.721
H: -2.900 -1.090 -2.773
H: -2.231 0.893 -1.545
C: -2.207 -3.955 1.092
Ge: -0.976 -2.974 -0.058
C: 0.696 -3.895 0.336
C: 1.334 -4.636 -0.661
C: 2.365 -5.515 -0.329
C: 2.765 -5.658 0.995
C: 2.152 -4.906 1.991
C: 1.127 -4.022 1.661
C: -1.404 -3.455 -1.894
C: -2.333 -4.439 -2.126
C: -2.564 -4.949 -3.434
C: -1.865 -4.455 -4.490
C: -0.918 -3.412 -4.307
C: -0.201 -2.865 -5.407
C: 0.692 -1.850 -5.230
C: 0.918 -1.328 -3.933
C: 0.248 -1.844 -2.863
C: -0.690 -2.904 -3.003
H: -2.033 -5.007 0.853
H: -3.260 -3.713 0.937
H: -1.958 -3.797 2.146
H: 1.020 -4.554 -1.698
H: 2.843 -6.104 -1.109
H: 3.558 -6.354 1.251
H: 2.461 -5.011 3.026
H: 0.667 -3.447 2.462
H: -2.906 -4.858 -1.300
H: -3.290 -5.743 -3.582
H: -2.025 -4.850 -5.490
H: -0.377 -3.273 -6.400
H: 1.230 -1.440 -6.077
H: 1.636 -0.529 -3.798
H: 0.446 -1.453 -1.875
C: -1.066 -0.909 2.398
H: -0.773 -1.938 2.592
H: -2.085 -0.776 2.744
H: -0.360 -0.276 2.966
S: 1.827 -0.439 4.077
P: 2.750 -0.377 2.383
S: 1.510 -0.623 0.588
C: 3.968 -1.661 2.098
C: 4.253 -2.209 0.842
C: 5.297 -3.119 0.714
C: 6.047 -3.480 1.827
C: 5.754 -2.939 3.075
C: 4.714 -2.030 3.218
C: 3.597 1.171 2.068
C: 3.372 2.254 2.913
C: 4.112 3.418 2.740
C: 5.074 3.490 1.736
C: 5.290 2.409 0.888
C: 4.548 1.248 1.046
H: 3.672 -1.944 -0.035
H: 5.520 -3.548 -0.258
H: 6.863 -4.191 1.723
H: 6.341 -3.220 3.942
H: 4.483 -1.613 4.190
H: 2.652 2.171 3.719
H: 3.956 4.259 3.406
H: 5.667 4.392 1.621
H: 6.045 2.465 0.112
H: 4.727 0.400 0.389

Mulliken population analysis, charges in e, atoms 1 to 4: 0.7738, -1.5881, 0.1366, -0.0252

---

4.
Density functional theory data (wB97M-V/def2-TZVPD) for a molecular structure, C57H54MgN4O2P2SSb.

Computed properties:
LUMO level	-3.258	eV
DFT total energy	-4094.859662	hartree
E_HOMO	-9.39	eV
total charge	+1
frontier orbital gap	6.1	eV

Element x y z (Å)
Mg: -0.356 0.254 0.482
O: 0.370 -0.655 -1.059
S: 0.164 -2.276 -0.692
C: 1.806 -2.777 -1.265
C: 2.027 -2.926 -2.637
C: 3.137 -3.660 -3.067
C: 4.102 -4.106 -2.155
C: 5.284 -4.956 -2.378
C: 5.803 -5.186 -0.927
C: 4.878 -4.463 0.029
C: 4.741 -4.428 1.415
C: 3.724 -3.598 1.942
C: 2.940 -2.808 1.109
P: 1.997 -1.430 1.788
C: 3.314 -0.320 2.277
C: 2.911 0.723 3.097
C: 3.864 1.519 3.760
C: 5.219 1.223 3.616
C: 5.601 0.243 2.697
C: 4.685 -0.456 1.923
C: 1.546 -2.258 3.362
C: 2.004 -1.939 4.627
C: 1.512 -2.635 5.740
C: 0.481 -3.569 5.633
C: -0.026 -3.864 4.396
C: 0.551 -3.235 3.252
C: 2.817 -3.045 -0.280
C: 3.923 -3.809 -0.772
C: -1.146 -2.781 -1.849
C: -1.696 -3.972 -1.367
C: -2.701 -4.712 -2.088
C: -3.000 -4.371 -3.410
C: -3.706 -5.080 -4.484
C: -3.254 -4.383 -5.834
C: -2.423 -3.238 -5.354
C: -1.800 -2.200 -6.018
C: -1.348 -1.058 -5.300
C: -1.281 -1.093 -3.881
P: -1.335 0.569 -3.089
C: -2.894 1.358 -3.503
C: -3.408 1.647 -4.816
C: -4.664 2.210 -4.958
C: -5.406 2.669 -3.869
C: -4.865 2.435 -2.594
C: -3.655 1.733 -2.397
C: -0.137 1.524 -4.057
C: 0.913 0.995 -4.811
C: 1.652 1.847 -5.645
C: 1.427 3.218 -5.629
C: 0.372 3.769 -4.900
C: -0.373 2.933 -4.059
C: -1.587 -2.288 -3.153
C: -2.317 -3.268 -3.905
H: 1.304 -2.539 -3.384
H: 3.155 -3.997 -4.106
H: 6.096 -4.485 -2.960
H: 5.060 -5.956 -2.745
H: 6.808 -4.780 -0.905
H: 5.788 -6.254 -0.694
H: 5.441 -4.966 2.066
H: 3.611 -3.453 2.995
H: 1.816 0.879 3.294
H: 3.460 2.285 4.424
H: 6.018 1.682 4.192
H: 6.609 -0.019 2.485
H: 4.993 -1.219 1.211
H: 2.809 -1.216 4.811
H: 1.940 -2.400 6.699
H: 0.095 -3.974 6.554
H: -0.820 -4.564 4.243
H: 0.309 -3.610 2.273
H: -1.279 -4.320 -0.424
H: -3.078 -5.649 -1.724
H: -4.774 -4.944 -4.485
H: -3.577 -6.168 -4.606
H: -4.146 -4.009 -6.385
H: -2.642 -5.086 -6.477
H: -1.842 -2.225 -7.105
H: -1.021 -0.145 -5.839
H: -2.764 1.391 -5.672
H: -5.161 2.224 -5.967
H: -6.389 3.039 -4.029
H: -5.383 2.881 -1.740
H: -3.282 1.607 -1.343
H: 1.232 -0.040 -4.685
H: 2.434 1.398 -6.240
H: 2.035 3.854 -6.257
H: 0.156 4.822 -4.979
H: -1.116 3.435 -3.422
O: -2.484 -0.073 -0.052
H: -3.308 -0.104 0.459
H: -2.707 -0.452 -0.920
N: -0.980 -0.115 3.761
C: -0.656 -0.025 2.609
H: -1.764 0.261 4.306
C: -3.902 6.631 3.684
C: -2.642 6.069 3.033
Sb: -1.909 4.235 3.998
C: 0.174 4.961 4.067
C: 0.602 5.602 5.382
C: -2.783 4.241 6.105
C: -2.538 2.918 6.851
H: -4.152 7.589 3.215
H: -3.821 6.799 4.772
H: -4.784 5.942 3.487
H: -1.846 6.779 3.089
H: -2.710 5.804 1.979
H: 0.089 5.577 3.166
H: 0.786 4.103 3.757
H: -0.064 6.385 5.770
H: 1.631 6.032 5.283
H: 0.595 4.818 6.204
H: -3.841 4.463 6.029
H: -2.193 5.019 6.596
H: -3.401 2.245 6.890
H: -2.211 3.200 7.879
H: -1.734 2.296 6.447
N: -1.451 5.748 -1.462
C: -0.643 5.210 -0.803
N: 0.261 4.704 0.061
C: 0.171 3.380 0.107
N: -0.067 2.246 0.231

Mulliken population analysis, charges in e, atoms 1 to 4: 2.4412, -0.3760, 0.3948, 1.0224

---

Ordered relative energy (zero: lowest compared OMol25 entry of this formula, charge and spin) results: 2.8402, 0.0000, 1.8565, 3.2618; unit eV.
Ordered F_max results: 6.104, 0.639, 3.280, 4.599; unit eV Å⁻¹.